Record 1
This record from OMol25 describes the molecule C21H16ClF2NO2 at a distorted geometry. The level of theory is ωB97M-V with the def2-TZVPD basis set.

The geometry in ORCA input format:
```
! RIJCOSX wB97M-V def2-TZVPD def2/J DEFGRID3
* xyz 0 1
O -0.8834 -1.5397 0.5968
C -0.4331 -0.7168 -0.1593
N 0.8682 -0.2775 -0.1436
C 1.8899 -0.6200 0.7347
C 1.7501 -1.5970 1.7194
C 2.8119 -1.8921 2.5510
C 4.0228 -1.2263 2.4282
O 5.0496 -1.5174 3.3230
C 6.1462 -2.1271 2.8267
F 6.0867 -3.4693 3.0462
F 7.2296 -1.7024 3.4929
C 4.1604 -0.2418 1.4513
Cl 5.6451 0.6342 1.2964
C 3.1044 0.0553 0.6100
C -1.2255 -0.0429 -1.2809
C -1.2076 1.4644 -1.1505
C -1.1257 2.0843 0.0909
C -1.1531 3.4646 0.1877
C -1.2656 4.2410 -0.9526
C -1.3517 3.6308 -2.1924
C -1.3226 2.2514 -2.2900
C -2.6533 -0.5399 -1.3119
C -3.1299 -1.2335 -2.4149
C -4.4366 -1.6877 -2.4478
C -5.2784 -1.4548 -1.3746
C -4.8076 -0.7653 -0.2703
C -3.5032 -0.3073 -0.2394
H 1.1034 0.4509 -0.8051
H 0.8131 -2.1171 1.8252
H 2.7162 -2.6448 3.3170
H 6.3154 -1.9870 1.7442
H 3.2281 0.8232 -0.1386
H -0.7418 -0.3230 -2.2254
H -1.0363 1.4877 0.9878
H -1.0873 3.9337 1.1581
H -1.2879 5.3176 -0.8755
H -1.4422 4.2300 -3.0862
H -1.3958 1.7785 -3.2591
H -2.4765 -1.4249 -3.2551
H -4.7957 -2.2268 -3.3122
H -6.2976 -1.8112 -1.3982
H -5.4594 -0.5834 0.5715
H -3.1433 0.2295 0.6244
*
```

Summary:
Electronic energy: -45580.19562 eV
Kohn-Sham gap: 9.31 eV
HOMO energy: -8.86 eV

These are the Löwdin partial charges, in e, on atoms 1 to 6:
1 O 0.11
2 C -0.42
3 N 0.14
4 C -0.21
5 C 0.01
6 C 0.02

---

Record 2
This record from OMol25 describes a structure of composition C39H55N5O3PPdSTe. The level of theory is ωB97M-V with the def2-TZVPD basis set.

The geometry in ORCA input format:
```
! RIJCOSX wB97M-V def2-TZVPD def2/J DEFGRID3
* xyz 2 6
Pd 0.2501 -0.2015 -1.0897
N -1.5335 5.9227 -6.3407
C -1.6417 5.1377 -5.2887
C -2.7239 4.2003 -5.2066
C -2.8315 3.3911 -4.1223
C -1.8653 3.4831 -3.0904
C -0.7952 4.4122 -3.1497
C -0.6746 5.2255 -4.2301
S -1.9905 2.4461 -1.6554
O -3.3753 2.2684 -1.3743
O -1.1417 3.0874 -0.6962
N -1.2344 1.0839 -2.1164
C -1.8878 0.1089 -2.8515
N -2.9490 0.3534 -3.6239
C -3.5008 -0.6918 -4.2392
C -3.0009 -1.9779 -4.1308
C -1.8667 -2.1239 -3.3607
N -1.2994 -1.0980 -2.7283
H -2.2382 5.9262 -7.0676
H -0.7996 6.6167 -6.3990
H -3.4585 4.1590 -6.0044
H -3.6435 2.6850 -4.0203
H -0.1091 4.4789 -2.3132
H 0.1237 5.9584 -4.2893
H -4.3742 -0.4833 -4.8500
H -3.4600 -2.8174 -4.6325
H -1.3868 -3.0879 -3.2499
C 4.5311 2.0617 -1.4916
C 3.0993 1.6851 -1.1039
C 2.2588 2.9272 -0.7864
P 2.1646 0.6175 -2.2798
C 1.6573 1.5786 -3.7644
C 2.7028 2.5113 -4.3794
C 1.0829 0.6073 -4.8049
C 3.1952 -0.8143 -2.7840
C 3.6868 -1.5236 -1.5130
C 4.3409 -0.5326 -3.7595
H 4.9427 2.7104 -0.7149
H 4.5758 2.6052 -2.4350
H 5.1812 1.1904 -1.5621
H 3.1495 1.0649 -0.2047
H 2.3222 3.6491 -1.6075
H 2.6460 3.4158 0.1097
H 1.2091 2.6991 -0.6144
H 0.8341 2.1829 -3.3823
H 3.6261 1.9939 -4.6371
H 2.9482 3.3433 -3.7182
H 2.2954 2.9344 -5.3032
H 1.8782 0.0875 -5.3417
H 0.4928 1.1574 -5.5414
H 0.4359 -0.1417 -4.3511
H 2.4795 -1.4702 -3.2858
H 4.5075 -0.9702 -1.0482
H 4.0607 -2.5174 -1.7647
H 2.8932 -1.6399 -0.7720
H 5.0499 0.1961 -3.3693
H 3.9833 -0.1840 -4.7272
H 4.8859 -1.4639 -3.9297
C 0.8160 -3.5918 -1.3936
C 0.4100 -3.1039 -0.0196
O 0.2143 -4.0103 0.8445
N 0.3119 -1.8116 0.2610
Te -0.4074 -2.2949 2.4980
C 0.2390 -0.6532 3.6798
C 0.7214 -0.9049 4.9777
C 0.9756 -2.2830 5.5442
C 1.0021 0.1885 5.7897
C 0.8620 1.4938 5.3479
C 1.1456 2.6609 6.2558
C 0.4538 1.7046 4.0331
C 0.1455 0.6567 3.1819
C -0.2869 0.9849 1.7761
C -1.8016 -3.1048 3.9321
C -1.6416 -4.4172 4.3730
C -0.5170 -5.3271 3.9334
C -2.5658 -4.8865 5.3026
C -3.6234 -4.1075 5.7488
C -4.6237 -4.6446 6.7389
C -3.7653 -2.8171 5.2401
C -2.8793 -2.2904 4.3134
C -3.0974 -0.8838 3.7988
H 1.8002 -4.0537 -1.3135
H 0.8465 -2.7895 -2.1161
H 0.1166 -4.3689 -1.6997
H 1.1828 -3.0160 4.7681
H 0.1205 -2.6358 6.1240
H 1.8394 -2.2607 6.2071
H 1.3575 0.0041 6.7994
H 1.6609 2.3478 7.1623
H 0.2106 3.1440 6.5497
H 1.7535 3.4119 5.7497
H 0.3584 2.7226 3.6628
H -0.5921 2.0205 1.6952
H -1.1196 0.3709 1.4406
H 0.5547 0.8373 1.0925
H -0.0340 -4.9957 3.0164
H -0.8923 -6.3348 3.7559
H 0.2453 -5.4017 4.7136
H -2.4544 -5.8998 5.6784
H -4.3590 -5.6467 7.0724
H -5.6193 -4.6849 6.2930
H -4.6887 -3.9953 7.6140
H -4.6042 -2.2079 5.5656
H -4.1444 -0.6000 3.8955
H -2.8348 -0.7889 2.7431
H -2.5006 -0.1602 4.3609
*
```

Summary:
Electronic energy: -85808.45664 eV
Kohn-Sham gap (alpha / beta): 7.30 / 4.58 eV
⟨S²⟩: 8.80
HOMO energy (alpha / beta): -12.00 / -12.88 eV
Relative energy (zero: lowest compared OMol25 entry of this formula, charge and spin): 21.5 kcal/mol

These are the Löwdin partial charges, in e, on atoms 1 to 6:
1 Pd 0.84
2 N 0.25
3 C -0.24
4 C 0.04
5 C -0.01
6 C -0.18

---

Record 3
This record from OMol25 describes a structure of composition C35H64AlCaCl4F4N5O14P2 at a distorted geometry. The level of theory is ωB97M-V with the def2-TZVPD basis set.

The geometry in ORCA input format:
```
! RIJCOSX wB97M-V def2-TZVPD def2/J DEFGRID3
* xyz -2 1
C -7.0016 4.4530 4.2360
O -6.5731 3.1193 4.0624
C -5.1632 3.0154 3.8902
C -4.6706 3.5297 2.5365
C -5.2247 2.7138 1.3359
C -4.2836 2.8006 0.1100
C -4.6379 3.9512 -0.8502
C -3.5076 4.2210 -1.8886
C -2.6353 5.4472 -1.5405
C -1.1260 5.2431 -1.8063
C -0.5892 4.0849 -0.9178
C 0.7867 4.4197 -0.3009
C 1.6565 3.1745 -0.0074
N 1.4782 2.6266 1.3492
C 0.3527 2.8818 2.0768
C 0.1498 2.3941 3.3273
C 1.1426 1.5309 3.9372
C 0.8999 0.9987 5.3000
O 1.6858 0.4263 6.0007
O -0.3857 1.2177 5.8055
C 2.2769 1.2313 3.1814
O 3.1976 0.3961 3.7332
C 2.7676 -0.9869 3.5823
C 3.9373 -1.9228 3.3091
N 3.4063 -3.3085 3.3918
C 2.6049 -3.6945 2.1944
C 1.0196 -3.6787 2.4982
C 0.2674 -5.1152 2.2462
O 0.3173 -2.7456 1.7050
C 2.4725 1.7849 1.8718
P 3.9191 1.3943 0.9231
N 3.3818 0.6657 -0.3993
O 4.9300 0.3949 1.6356
O 4.8043 2.7230 0.6431
H -7.5141 4.5805 5.2018
H -6.1774 5.1802 4.2240
H -7.7088 4.7420 3.4448
H -4.8836 1.9703 4.0585
H -4.6758 3.6222 4.6762
H -3.5728 3.4530 2.5298
H -4.9370 4.5858 2.3889
H -5.2690 1.6699 1.6825
H -6.2461 3.0317 1.0946
H -3.2630 2.9616 0.4869
H -4.3127 1.8390 -0.4165
H -4.9103 4.8679 -0.3045
H -5.5324 3.6415 -1.4104
H -3.9846 4.3590 -2.8578
H -2.9289 3.2915 -1.9622
H -2.7888 5.6824 -0.4756
H -2.9935 6.3037 -2.1281
H -0.6409 6.1934 -1.5418
H -0.9431 4.9809 -2.8535
H -1.3382 3.8906 -0.1381
H -0.5329 3.1832 -1.5401
H 1.3244 5.0620 -1.0097
H 0.6407 5.0270 0.6044
H 1.3331 2.3917 -0.7086
H 2.6933 3.4644 -0.1980
H -0.4405 3.4965 1.6670
H -0.7669 2.6468 3.8473
H -0.4553 2.1598 6.0119
H 2.1644 -1.3155 4.4358
H 2.1034 -1.0112 2.7007
H 4.3625 -1.8072 2.3057
H 4.7219 -1.7667 4.0578
H 4.2497 -3.8825 3.2956
H 2.7968 -3.0732 1.3095
H 2.9050 -4.7553 1.9072
H 0.9106 -3.3390 3.5340
H -0.6057 -5.2036 2.9055
H -0.1014 -5.0840 1.2167
H 0.9396 -6.0252 2.3318
H 0.4123 -2.9854 0.7760
H 2.3626 0.6349 -0.3353
H 5.5382 0.8946 2.2055
H 4.6068 3.3732 1.3337
O -2.8320 3.3834 -4.6167
C -2.0863 2.4820 -4.8839
O -0.9002 2.2963 -4.2588
C -0.1918 1.1939 -4.8755
C -1.2657 0.3657 -5.5630
C -2.2820 1.4305 -5.9531
H 0.5349 1.6032 -5.5800
H 0.3398 0.6353 -4.1105
H -0.8946 -0.2150 -6.4018
H -1.7186 -0.3264 -4.8526
H -2.0581 1.8742 -6.9248
H -3.2987 1.0488 -5.9384
C 2.7013 -1.5963 -2.7009
C 2.0389 -1.6979 -3.9924
N 1.5190 -1.7732 -5.0126
H 2.8878 -0.5571 -2.4299
H 2.0959 -2.0410 -1.9104
H 3.6624 -2.1086 -2.7046
C -3.5561 -3.0785 -8.9507
C -2.8398 -2.9875 -7.6140
C -3.1946 -4.1595 -6.7157
O -3.1877 -1.7533 -6.9646
H -4.6406 -3.0572 -8.8114
H -3.2971 -2.2246 -9.5812
H -3.2967 -3.9961 -9.4799
H -1.7608 -2.9631 -7.7760
H -4.2677 -4.1730 -6.5065
H -2.6780 -4.0738 -5.7564
H -2.9252 -5.1088 -7.1778
H -4.1394 -1.7667 -6.8186
Cl 4.2920 1.7942 -2.0954
F -4.3957 -6.5687 -8.6682
Al -4.3503 -7.3642 -10.1856
F -3.3123 -8.7176 -10.0906
F -3.7657 -6.2745 -11.3688
F -5.9258 -7.8766 -10.6089
C 7.5244 -5.1757 4.5355
C 6.9831 -5.5733 3.2460
N 6.5654 -5.8581 2.2142
H 7.5047 -4.0929 4.6549
H 6.9535 -5.6064 5.3580
H 8.5588 -5.4949 4.6514
Ca 2.0605 -5.7829 3.4772
O 9.9260 -3.1250 5.5068
P 9.0409 -1.9526 5.9171
O 9.6571 -1.1934 7.0863
O 7.6727 -2.4904 6.3258
O 8.9104 -0.9967 4.7362
C 1.8480 -1.2272 8.6217
Cl 2.9928 -2.4986 8.2001
Cl 0.2030 -1.8696 8.7110
Cl 2.2972 -0.4585 10.1505
H 1.8729 -0.4743 7.8423
*
```

Summary:
Electronic energy: -178022.95422 eV
Kohn-Sham gap: 1.62 eV
HOMO energy: -1.69 eV
Relative energy (zero: lowest compared OMol25 entry of this formula, charge and spin): 0.0 kcal/mol

These are the Löwdin partial charges, in e, on atoms 1 to 6:
1 C -0.13
2 O -0.19
3 C -0.24
4 C -0.19
5 C -0.19
6 C -0.21

---

> What is the electronic energy in the third record?

-178022.95422 eV